Density functional theory data (the ωB97M-V functional and the def2-TZVPD basis) for a 2-piece molecular cluster, C4H11NO overall.

Output
LUMO energy   0.84 eV
Total energy   -7864.390 eV
Frontier orbital gap   10.72 eV
SMILES   CC(N)=O.CC
Energy relative to the best compared isomer or geometry (same formula, charge and spin)   3.8 kcal per mole
Spin multiplicity   1
HOMO   -9.9 eV

Each line ends with the Löwdin charge.
Geometry (Å):
C1 -2.5893 -0.1353 -0.1524  -0.167
C2 -1.9303 -1.0047 -1.2285  -0.161
H1 -0.8545 -1.0356 -1.0725  0.046
H2 -2.2713 -2.0372 -1.1742  0.057
N1 2.6795 0.5914 -0.5833  0.148
H3 -3.1445 -0.7529 0.5635  0.060
C3 1.7219 0.9628 0.3125  -0.603
H4 -2.0953 -0.5996 -2.2270  0.061
H5 1.7978 0.9691 2.4248  0.083
O1 0.9091 1.8307 0.0598  0.031
H6 3.2562 -0.2226 -0.4539  0.094
H7 2.5277 -0.5013 1.7359  0.067
H8 0.7889 -0.3099 1.7236  0.079
H9 -1.8666 0.4027 0.4510  0.044
H10 2.6162 0.9789 -1.5118  0.106
H11 -3.2759 0.6365 -0.5069  0.061
C4 1.7304 0.2269 1.6395  -0.006

Force components x, y, z for each atom (eV/Å):
-0.3 -0.1 0.6
0.1 0.3 0.1
0.1 0.0 -0.1
-0.2 0.0 -0.2
0.1 -0.1 -0.2
0.0 0.1 -0.2
-0.1 -0.1 0.0
0.0 -0.2 0.0
0.0 0.0 0.2
0.1 -0.1 0.1
-0.1 0.1 0.1
0.2 0.0 0.0
-0.2 0.1 0.1
0.3 0.1 0.0
0.0 0.0 0.1
0.0 -0.3 -0.3
-0.1 0.0 -0.4